Record 1
38
Properties=species:S:1:pos:R:3:forces:R:3:lowdin_charge:R:1 method="wB97M-V/def2-TZVPD" multiplicity=1 charge=+2 relative_energy_ev=1.243 orbital_gap_ev=2.77 max_force_ev_per_a=2.489
O 5.6911 0.2038 11.8598 1.0 1.3 0.1 -0.1084
H 6.0559 1.1633 13.8122 0.0 -0.1 0.1 0.0458
H 0.5846 2.0338 12.7693 -0.3 0.6 -0.3 0.1280
N 8.6484 -2.3362 15.0491 -1.2 -1.1 0.5 0.2145
N 5.2109 1.6302 16.8165 -0.1 -0.4 0.3 0.2008
O 6.6451 -1.9086 13.9902 -0.2 -0.2 0.0 -0.0292
O 4.5467 -0.0006 15.3830 0.5 0.0 -0.3 -0.0022
H 0.8614 -3.6680 14.6850 -0.2 -0.4 0.3 0.1173
N 6.1422 1.4930 14.7588 0.6 -0.2 -1.0 0.2087
H 1.4629 3.5515 12.5476 -0.5 0.1 0.2 0.1173
C 7.8431 -1.6724 14.2055 0.9 0.2 0.5 -0.6164
H -0.5730 -3.4859 15.7083 0.0 -0.4 -0.2 0.1229
H 6.9187 0.3814 10.2875 0.2 0.5 -0.3 0.1208
H 3.7200 3.4933 12.4787 -0.1 0.0 -0.1 0.1259
H 7.8108 -0.0419 13.0878 0.1 0.0 -0.1 0.0517
C 0.5662 -1.8332 15.4047 -0.2 1.1 -0.3 -0.6378
O 1.6437 -1.3387 15.0115 -0.1 -0.5 -0.2 -0.0808
H -0.1755 -0.0553 15.7400 -0.4 0.1 0.5 0.1116
Tl 3.8634 -1.8109 13.1199 -0.4 0.3 0.6 1.1143
N -0.3782 -1.0176 15.9485 0.9 0.0 -0.1 0.1775
N 8.4355 -0.6426 13.5890 0.1 1.2 -1.1 0.2098
C 5.2749 0.9629 15.6560 -1.0 0.2 0.3 -0.6238
H 5.9691 1.8679 10.7536 -0.4 0.2 -0.3 0.1608
C 2.5269 1.8218 12.7014 -2.4 0.4 -0.6 -0.6293
H 9.6082 -2.1245 15.2507 0.0 0.3 -0.2 0.1287
C 6.5454 0.9911 11.1078 -0.9 -2.1 0.5 -0.0939
H 8.2043 -3.0418 15.6183 0.2 -0.1 -0.1 0.1352
H 6.6629 2.3345 14.9348 0.0 0.0 0.1 0.1258
H -1.2917 -1.3294 16.2219 -0.1 0.1 -0.1 0.1145
H 9.3471 -0.2757 13.8069 0.0 -0.2 0.2 0.1341
H 4.4137 1.8966 12.6711 0.4 0.7 0.1 0.0557
O 2.4330 0.5845 12.7677 1.3 0.3 0.1 -0.0532
N 0.2403 -3.1171 15.2494 0.3 -0.3 0.0 0.1936
H 4.6312 1.2470 17.5452 0.0 0.2 0.0 0.1335
H 5.6801 2.5078 16.9360 0.0 0.0 0.3 0.1168
N 1.4026 2.5512 12.4790 0.2 -0.8 0.4 0.1966
H 7.3006 1.5171 11.7098 0.1 0.1 0.2 0.1214
N 3.6483 2.5460 12.8031 1.6 -1.3 0.1 0.1912


Record 2
70
Properties=species:S:1:pos:R:3:forces:R:3:lowdin_charge:R:1 method="wB97M-V/def2-TZVPD" multiplicity=5 charge=+1 relative_energy_ev=0.000 orbital_gap_ev="6.75 / 4.72" max_force_ev_per_a=0.097
H -1.0087 1.8837 2.6077 0.0 0.0 0.0 0.1187
C 2.0063 3.4107 -0.8295 0.0 0.0 0.0 -0.0227
H -1.6318 1.3295 -3.7872 0.0 0.0 0.0 0.1049
H 2.6325 6.6921 -0.2465 0.0 0.0 0.0 0.1034
C 2.0821 5.2522 1.2475 0.0 0.0 0.0 -0.0859
C -4.8301 0.9998 -0.8770 0.0 0.0 0.0 -0.5881
H -1.8199 -1.8497 4.1820 0.0 0.0 0.0 0.1040
H 3.4354 -0.1973 1.2821 0.0 0.0 0.0 0.0899
H 2.5755 5.0414 -2.0879 0.0 0.0 0.0 0.1057
C 1.2930 -3.8826 -0.1674 0.0 0.0 0.0 -0.0970
H -0.3728 -1.8540 -2.1034 0.0 0.0 0.0 0.1032
H -1.6208 -3.2538 3.0965 0.0 0.0 0.0 0.1068
C 1.6687 0.0748 -2.2466 0.0 0.0 0.0 -0.0692
C 1.0766 -4.8783 -2.3091 0.0 0.0 0.0 -0.6801
H 3.3730 -1.5766 0.1667 0.0 0.0 0.0 0.0851
H 2.2263 -0.4627 -4.2421 0.0 0.0 0.0 0.1088
H 0.4882 -1.7992 4.6269 0.0 0.0 0.0 0.1410
H 2.1183 5.9619 2.0640 0.0 0.0 0.0 0.1031
C 1.6993 2.9853 0.4655 0.0 0.0 0.0 -0.2096
C 0.6987 0.6317 -1.4053 0.0 0.0 0.0 -0.2927
C 1.4550 -0.0375 -3.6118 0.0 0.0 0.0 -0.0826
C -3.7466 2.5811 0.7577 0.0 0.0 0.0 -0.0037
O -1.9159 -1.7245 -0.0354 0.0 0.0 0.0 -0.0325
C -3.8358 1.3444 0.0995 0.0 0.0 0.0 -0.1834
C -4.8427 -0.2383 -1.5029 0.0 0.0 0.0 -0.1515
C -1.8232 1.7461 1.9074 0.0 0.0 0.0 -0.0771
C -2.7314 2.7799 1.6617 0.0 0.0 0.0 -0.0005
C 2.3717 5.6614 -0.0455 0.0 0.0 0.0 -0.0887
Co 0.0463 -1.1361 0.7048 0.0 -0.1 -0.1 0.7726
H -1.2302 1.5729 -1.3687 0.0 0.0 0.0 0.1079
H 1.9237 -0.3309 3.2552 0.0 0.0 0.0 0.1295
Br -3.8693 -2.8277 -2.0859 0.0 0.0 0.0 0.8944
H 1.6568 -3.8836 0.8512 0.0 0.0 0.0 0.1127
H 0.0097 -3.6627 -3.7349 0.0 0.0 0.0 0.1146
C -2.8291 -0.9172 -0.2677 0.0 0.0 0.0 -0.3594
C 0.2575 0.3884 -4.1739 0.0 0.0 0.0 -0.0895
N -1.8880 0.5738 1.3021 0.0 0.1 0.0 0.1299
H 2.8292 -1.7921 3.7120 0.0 0.0 0.0 0.1424
C 1.7548 3.9281 1.4950 0.0 0.0 0.0 -0.0584
H -2.6238 3.7225 2.1794 0.0 0.0 0.0 0.1205
C -1.6144 -2.1632 3.1571 0.0 0.0 0.0 -0.0480
H 0.0883 0.2946 -5.2383 0.0 0.0 0.0 0.1030
O -0.3476 -1.6506 2.7423 0.0 0.0 0.0 -0.2671
C 0.3788 -3.7570 -2.7241 0.0 0.0 0.0 -0.0782
H 1.9988 2.7077 -1.6497 0.0 0.0 0.0 0.1014
C -0.7083 0.9612 -3.3563 0.0 0.0 0.0 -0.0760
Br 1.3876 -6.2913 -3.5039 0.0 0.0 0.0 0.8136
H 0.8038 -3.1710 3.5373 0.0 0.0 0.0 0.1405
C 1.9803 -1.4179 3.1305 0.0 0.0 0.0 -0.1799
H 1.5421 3.6117 2.5113 0.0 0.0 0.0 0.1034
C 0.8593 0.5997 0.0640 0.0 -0.1 0.0 -0.1676
H 4.1979 -1.7549 1.7378 0.0 0.0 0.0 0.1006
O 2.1283 -1.7428 1.7615 0.0 0.0 0.0 -0.2721
H 2.6037 -0.2654 -1.8165 0.0 0.0 0.0 0.1120
H 2.0972 -5.8083 -0.6542 0.0 0.0 0.0 0.1112
C 3.3630 -1.2837 1.2139 0.0 0.0 0.0 -0.0592
C -3.8809 -1.1857 -1.2153 0.0 0.0 0.0 -0.5778
H -5.6096 -0.4583 -2.2322 0.0 0.0 0.0 0.1069
N 0.6094 -2.7982 -0.5451 0.0 0.1 0.0 0.0238
C -2.8640 0.3845 0.4117 0.0 0.0 0.0 -0.1637
H 1.3291 1.4451 1.9031 0.0 0.0 0.0 0.0771
C 1.5469 -4.9493 -1.0084 0.0 0.0 0.0 -0.0835
H -2.3639 -1.7519 2.4906 0.0 0.0 0.0 0.0728
H -4.4643 3.3617 0.5472 0.0 0.0 0.0 0.0924
C 2.3369 4.7337 -1.0778 0.0 0.0 0.0 -0.0746
C -0.4880 1.0860 -1.9916 0.0 0.0 0.0 -0.0504
C 0.7140 -2.0814 3.5953 0.0 0.0 0.0 -0.1569
C 1.3027 1.6053 0.8224 0.0 0.0 0.0 -0.1199
Br -6.1510 2.2291 -1.3409 0.0 0.0 0.0 0.9034
C 0.1652 -2.7461 -1.8077 0.0 0.0 0.0 -0.1134


Record 3
61
Properties=species:S:1:pos:R:3:forces:R:3:lowdin_charge:R:1 method="wB97M-V/def2-TZVPD" multiplicity=1 charge=-1 relative_energy_ev=2.095 orbital_gap_ev=4.38 max_force_ev_per_a=5.913
C -1.1732 0.1888 -5.6695 0.9 0.0 1.4 -0.0813
C 0.3829 3.6397 3.4000 -0.4 0.1 0.2 -0.5466
C 1.4240 -4.5837 -0.6045 0.2 -0.9 -1.4 -0.1796
H 0.0892 0.9216 6.6572 -0.8 -0.7 0.6 0.0675
H 2.1061 -5.4367 1.2342 -0.3 -0.7 0.1 0.1142
C 1.0756 -5.8379 -1.1923 0.2 0.9 0.1 -0.0715
C -1.8227 -1.5266 -3.8239 -0.8 0.7 -1.2 -0.0466
O 3.4451 -0.0161 -3.2209 0.5 1.5 2.1 -0.1175
H -4.3262 0.6481 7.5224 2.0 0.6 -1.2 0.1309
C -0.9169 -0.4241 -4.3005 -0.3 1.5 -0.1 -0.2904
N 1.6218 -2.1493 -0.7171 0.6 -2.0 -0.1 0.0803
C -1.1620 2.4485 6.0577 0.0 0.9 0.1 -0.5282
H -2.5914 -1.7823 -4.5426 -0.2 -0.1 0.1 0.1001
C -0.0253 2.3030 -5.0155 1.3 0.7 -1.7 -0.2001
H -0.7629 -4.5468 -3.6652 -1.4 0.0 -1.7 0.0775
C -2.0975 0.6032 7.2451 -0.8 -1.3 -0.2 -0.1111
C 0.1963 1.8605 -3.7428 -1.2 -1.3 0.1 -0.1213
C -2.4404 3.0600 5.9250 0.9 -0.8 -1.0 -0.1227
O -0.3496 0.4384 -1.8625 0.3 -0.4 -1.6 -0.2619
H -0.3274 -2.5283 -5.0216 0.1 -0.4 -1.8 0.1228
Sc 1.3476 -0.4218 -2.3663 -1.0 0.0 0.1 1.0655
C 2.1282 -2.2291 0.5211 -0.5 2.4 -0.9 -0.1158
C -0.1822 4.8033 2.8800 0.4 -0.5 -0.4 -0.1589
C -3.3810 1.1108 7.0148 -1.0 0.6 0.6 -0.0896
H -2.5419 4.0011 5.3664 0.1 -0.4 0.5 0.1009
H 1.3537 -6.7496 -0.6665 -0.3 0.1 -0.2 0.0988
C 0.3058 -5.7639 -2.3192 -0.6 -0.8 1.0 -0.1081
C -3.5535 2.3238 6.2861 3.3 -2.0 1.9 -0.0902
N 0.4990 -2.1532 -3.1561 0.0 -0.5 -0.2 -0.0527
H -0.2328 -6.6656 -2.5551 0.0 -0.3 -0.7 0.0956
C 0.6177 2.7018 1.1137 -1.5 2.6 5.1 -0.0278
C -0.5888 1.3787 -5.9359 -1.2 -0.2 0.2 -0.7283
H -0.6915 5.8533 1.1722 -0.5 0.3 -0.9 0.0931
C 1.8839 -4.5452 0.6878 0.2 -1.1 0.0 -0.0580
H 2.5501 -3.4718 2.3181 -0.4 0.8 -1.1 0.1236
H 0.8075 1.9167 0.5294 0.9 -2.8 -2.4 0.0514
Te 0.6677 3.4938 5.5480 -0.8 -0.2 -0.9 1.2446
C 1.2764 -3.3726 -1.3131 -0.2 0.5 1.2 -0.1097
C -0.3322 4.9023 1.4863 -0.1 0.6 2.6 -0.0934
H -0.2557 3.8860 -0.3799 0.3 0.2 0.4 0.1228
C 0.7352 2.6048 2.5288 1.6 -0.9 0.5 -0.1187
C -0.9701 1.2160 6.6892 -0.2 1.2 -0.5 -0.1690
H -1.7564 -0.3667 -6.3919 0.1 0.0 -0.1 0.0870
H -2.1182 -1.4720 -2.8177 -0.2 -0.2 1.3 0.0959
C -0.0458 -4.5637 -2.9292 1.5 0.2 0.8 -0.0230
H 0.8233 2.3780 -3.0548 0.0 0.8 0.6 0.0960
H 4.6023 1.1444 -1.8558 -0.5 -0.3 -0.7 0.1407
C -0.0062 3.8507 0.6917 0.0 -0.4 -3.0 -0.0921
H 2.5238 -1.2638 0.9049 -0.5 -0.7 -0.1 0.1224
Cl -0.7061 1.9140 -7.5836 -0.1 0.5 -0.8 0.5972
H -4.4854 2.6876 6.2338 -3.3 1.4 -0.6 0.0540
C 3.6256 0.6519 -2.1210 0.6 -1.3 -1.8 -0.4665
H -0.4909 5.5932 3.5498 0.1 0.2 -0.1 0.0768
C -0.4377 -1.8473 -4.2345 1.1 -0.8 2.6 -0.2632
C 0.5862 -3.3767 -2.5823 -0.3 1.7 0.1 -0.2342
H 0.4335 3.2031 -5.4514 -0.1 -0.5 0.5 0.0730
C 2.1540 -3.3868 1.2722 1.6 0.7 2.5 -0.0871
H -2.0844 -0.3877 7.7314 0.5 0.7 -0.1 0.1024
H 1.2515 1.7571 3.0598 -0.7 0.5 -1.1 0.0972
O 2.7269 0.7145 -1.2544 0.2 0.7 1.1 -0.1252
C -0.3849 0.6709 -3.2792 0.7 -1.1 0.5 -0.3421